Arrangement 1

Molecular formula: C3H5F2N
Method: DFT, the ωB97M-V functional and the def2-TZVPD basis

Results
Orbital gap (spin up / spin down) (eV): 8.95 / 8.94

Geometry as ORCA input:
```
! RIJCOSX wB97M-V def2-TZVPD def2/J DEFGRID3
* xyz 0 1
C -1.41545 -1.03664 0.54072
C -0.76433 -0.14797 -0.21552
C 0.50981 0.39647 0.29768
N 1.06303 1.40075 -0.39895
F 0.82311 0.11965 1.57129
F 1.28382 -1.30882 -0.89433
H -2.34966 -1.42609 0.27691
H -0.89020 -1.22195 1.51383
H -0.95204 0.33395 -1.18638
H 2.07058 1.43938 -0.20220
H 0.62133 1.45127 -1.30305
*
```


Arrangement 2

Molecular formula: C3H5F2N
Method: DFT, the ωB97M-V functional and the def2-TZVPD basis

Results
Orbital gap (eV): 9.36

Geometry as ORCA input:
```
! RIJCOSX wB97M-V def2-TZVPD def2/J DEFGRID3
* xyz 0 1
C 0.07452 -0.41653 -0.40523
C -0.30772 0.59008 -1.41660
C -0.73450 -0.37181 1.68795
N 0.67472 -1.44558 -0.62447
F -0.44139 1.89349 -0.73935
F 0.07908 -1.39453 2.10513
H -1.31957 0.33038 -1.73268
H 0.51208 0.68739 -2.26527
H -1.71348 -0.73109 1.93282
H -0.45319 0.56199 2.06966
H 0.57623 -2.30515 -0.05868
*
```


The relative energies come out as arrangement 1 0.0; arrangement 2 23.3, with values in kcal/mol.


Arrangement 1

Molecular formula: C3H8BrN2
Method: DFT, the ωB97M-V functional and the def2-TZVPD basis

Results
Orbital gap (eV): 9.76
SMILES string: N[C@@H]1C[NH2+][C@H]1Br

Geometry as ORCA input:
```
! RIJCOSX wB97M-V def2-TZVPD def2/J DEFGRID3
* xyz 1 1
N -1.01196 -1.09600 1.18292
C -0.63703 -0.73813 -0.18719
C 0.83405 -0.18295 -0.29741
N 0.39588 1.21249 -0.82582
C -1.01378 0.78732 -0.40897
Br -2.29244 1.15315 -1.93628
H -1.28040 -2.08734 1.28011
H -0.63705 -0.44731 1.77849
H -1.00973 -1.39859 -0.97456
H 1.31462 -0.12448 0.68803
H 1.49621 -0.59755 -1.16899
H 0.99651 1.94511 -0.37465
H 0.49988 1.40713 -1.85609
H -1.39461 1.32821 0.52417
*
```


Arrangement 2

Molecular formula: C3H8BrN2
Method: DFT, the ωB97M-V functional and the def2-TZVPD basis

Results
Orbital gap (eV): 9.56

Geometry as ORCA input:
```
! RIJCOSX wB97M-V def2-TZVPD def2/J DEFGRID3
* xyz 1 1
C 0.47254 -0.12304 -0.43725
C -0.24306 -2.01871 0.54880
C 1.28456 2.07249 0.06677
N 0.06540 -1.28258 -0.58154
N 0.47919 0.89560 0.04382
Br 4.07492 -0.16543 0.13482
H -1.10438 -2.66891 0.64489
H 0.49609 -2.72230 0.83702
H -0.28506 -1.26317 1.34694
H 0.73773 2.80842 0.65256
H 1.38742 2.50985 -0.98740
H 2.31942 1.99170 0.47885
H 0.09280 -1.85065 -1.45648
H 2.62176 -1.20018 0.46530
*
```


The relative energies come out as arrangement 1 0.0; arrangement 2 40.2, with values in kcal/mol.


Arrangement 1

Molecular formula: C6H7NO3
Method: DFT, the ωB97M-V functional and the def2-TZVPD basis

Results
Orbital gap (eV): 9.87
SMILES string: C/C(O)=N/C(=O)/C=C\C=O

Geometry as ORCA input:
```
! RIJCOSX wB97M-V def2-TZVPD def2/J DEFGRID3
* xyz 0 1
C 0.31125 -0.38043 3.09355
C -0.13707 0.04787 1.70446
O -1.48443 0.12512 1.61160
N 0.65410 0.40633 0.76819
C 0.16356 0.93083 -0.39646
O -0.70767 1.79274 -0.54569
C 1.01427 0.52212 -1.59655
C 0.69348 -0.30778 -2.56279
C -0.69798 -0.73546 -2.64441
O -1.53302 -0.82666 -1.73906
H -0.49771 -0.13916 3.84294
H 1.27338 0.11210 3.49400
H 0.38039 -1.45796 3.04968
H -1.69161 0.50758 0.71341
H 1.91575 0.98034 -1.75259
H 1.38312 -0.46246 -3.37489
H -1.03980 -1.11512 -3.66538
*
```


Arrangement 2

Molecular formula: C6H7NO3
Method: DFT, the ωB97M-V functional and the def2-TZVPD basis

Results
Orbital gap (eV): 10.92
SMILES string: [H]/N=C(\O)[C@@]12C=C[C@@H](OC1)O2

Geometry as ORCA input:
```
! RIJCOSX wB97M-V def2-TZVPD def2/J DEFGRID3
* xyz 0 1
H 3.43451 -0.61939 -0.03000
N 2.49814 -0.81908 -0.61114
C 1.71981 0.03270 -0.11581
O 2.41300 0.75865 0.96338
C 0.22777 -0.00745 -0.09008
C -0.49347 0.48947 -1.34087
C -1.69232 0.88033 -0.90146
C -1.66193 0.58825 0.59224
O -1.75417 -0.83551 0.73974
C -0.48918 -1.33090 0.30752
O -0.31556 0.84420 0.92530
H 1.72136 1.16271 1.50762
H -0.11993 0.37729 -2.35655
H -2.55450 1.23424 -1.46214
H -2.36463 1.08650 1.26341
H -0.59667 -2.02432 -0.53532
H 0.02777 -1.81770 1.14416
*
```


Arrangement 3

Molecular formula: C6H7NO3
Method: DFT, the ωB97M-V functional and the def2-TZVPD basis

Results
Orbital gap (eV): 11.18
SMILES string: C[C@@]12O[C@]1(C#N)[C@H]1O[C@H]12.O

Geometry as ORCA input:
```
! RIJCOSX wB97M-V def2-TZVPD def2/J DEFGRID3
* xyz 0 1
C -0.91166 -1.57432 -1.09805
C -1.00165 -0.53008 -0.04386
O -0.20259 -0.62760 1.13659
C -0.07246 0.56118 0.36123
C 1.23236 0.90968 -0.15295
N 2.11679 1.32799 -0.78763
C -1.25685 1.46331 0.68630
O -2.05128 1.54910 -0.48375
C -2.17595 0.37881 0.31055
H 0.13315 -1.84128 -1.29714
H -1.45780 -2.47202 -0.77782
H -1.37131 -1.19759 -2.02036
H -1.34250 2.23285 1.45107
H -3.15228 0.11363 0.71402
O 4.02910 -0.42494 0.61128
H 3.95435 0.35963 -0.02743
H 3.53057 -0.22833 1.41796
*
```


The relative energies come out as arrangement 1 0.0; arrangement 2 24.6; arrangement 3 59.2, with values in kcal/mol.


Arrangement 1

Molecular formula: CH3OPS
Method: DFT, the ωB97M-V functional and the def2-TZVPD basis

Results
Orbital gap (eV): 6.70

Geometry as ORCA input:
```
! RIJCOSX wB97M-V def2-TZVPD def2/J DEFGRID3
* xyz 0 1
C -0.04155 -0.45051 -1.08824
O 0.15188 0.30213 -2.00062
P 0.94353 -0.41387 0.43544
S -1.31351 1.24274 1.60504
H -0.98496 -1.21339 -1.13913
H 1.96332 0.19149 -0.22449
H -0.71871 0.34142 2.41199
*
```


Arrangement 2

Molecular formula: CH3OPS
Method: DFT, the ωB97M-V functional and the def2-TZVPD basis

Results
Orbital gap (spin up / spin down) (eV): 7.03 / 5.94

Geometry as ORCA input:
```
! RIJCOSX wB97M-V def2-TZVPD def2/J DEFGRID3
* xyz 0 1
C 1.47180 -0.35496 -0.12457
O -1.68489 -0.28599 -0.08944
P -0.04218 0.52427 -0.55790
S -3.21279 0.09613 0.00201
H 1.81693 -1.10037 -0.85601
H 1.87309 -0.10525 0.96933
H -0.22196 1.22617 0.65659
*
```


The relative energies come out as arrangement 1 0.0; arrangement 2 24.7, with values in kcal/mol.


Arrangement 1

Molecular formula: C2H6S
Method: DFT, the ωB97M-V functional and the def2-TZVPD basis

Results
Orbital gap (eV): 8.98

Geometry as ORCA input:
```
! RIJCOSX wB97M-V def2-TZVPD def2/J DEFGRID3
* xyz 0 1
C -0.05689 -0.03284 -1.64450
S -0.83599 0.03319 0.48529
C 1.37972 -0.06983 0.83839
H 0.69069 -0.84924 -1.49371
H 0.47499 1.02982 -1.65269
H -0.90589 -0.16747 -2.29624
H 1.49817 0.82232 0.30555
H 2.01465 -0.79722 0.31796
H 1.66634 0.04683 1.89116
*
```


Arrangement 2

Molecular formula: C2H6S
Method: DFT, the ωB97M-V functional and the def2-TZVPD basis

Results
Orbital gap (eV): 7.71

Geometry as ORCA input:
```
! RIJCOSX wB97M-V def2-TZVPD def2/J DEFGRID3
* xyz 0 1
C -1.57817 -0.66552 -0.09058
C -0.64061 0.52209 0.06600
S 1.20831 0.00345 0.08539
H -1.68018 -1.39136 0.74202
H -1.17488 -1.46817 -0.82182
H -2.53453 -0.41804 -0.29563
H -0.72240 1.08760 -0.85411
H -0.85486 1.18563 0.93377
H 0.94653 1.80967 -0.92297
*
```


The relative energies come out as arrangement 1 0.0; arrangement 2 18.0, with values in kcal/mol.


Arrangement 1

Molecular formula: C5H6F2
Method: DFT, the ωB97M-V functional and the def2-TZVPD basis

Results
Orbital gap (eV): 10.46
SMILES string: F/C=C\F.C#CC

Geometry as ORCA input:
```
! RIJCOSX wB97M-V def2-TZVPD def2/J DEFGRID3
* xyz 0 1
F 3.04586 -0.88493 -0.54174
C 2.31176 0.20519 -0.77060
C 1.80657 0.95583 0.19070
F 1.98391 0.72464 1.49223
H 2.16587 0.40856 -1.81986
H 1.22703 1.84306 -0.00476
C 0.39694 -1.92430 0.82609
C -0.40837 -1.07782 0.56797
C -1.41436 -0.07935 0.27998
H 1.14105 -2.62453 1.05554
H -1.52291 0.58664 1.13641
H -2.37505 -0.55405 0.08275
H -1.12879 0.50999 -0.59231
*
```


Arrangement 2

Molecular formula: C5H6F2
Method: DFT, the ωB97M-V functional and the def2-TZVPD basis

Results
Orbital gap (eV): 10.19
SMILES string: FC(F)=CC1CC1

Geometry as ORCA input:
```
! RIJCOSX wB97M-V def2-TZVPD def2/J DEFGRID3
* xyz 0 1
F 1.59474 -1.37008 -0.08937
C 1.78247 -0.04273 -0.09179
F 3.11991 0.12734 0.12562
C 0.89499 0.98601 -0.12614
C -0.53941 0.71292 -0.03071
C -1.15947 -0.50489 -0.67176
C -1.05574 -0.40351 0.82976
H 1.29934 2.02896 -0.14744
H -1.17986 1.55586 -0.16593
H -0.48142 -1.25491 -1.14146
H -2.13514 -0.41030 -1.09463
H -1.92684 -0.35988 1.48825
H -0.21356 -1.06479 1.11560
*
```


The relative energies come out as arrangement 1 27.8; arrangement 2 0.0, with values in kcal/mol.